<one>
DFT (ωB97M-V/def2-TZVPD) results for a gas-phase ion, C3H12N3O (charge +1).

* charge: +1
* structure (SMILES): C[NH2+]N(C)[C@@H](N)O
* E_HOMO: -14.2 eV
* Kohn-Sham gap: 11.19 eV

Last columns: bonded neighbours and bond lengths (Å).
Geometry (Å):
1 C -2.12 0.96 -0.60  N2 1.536, H8 1.094, H9 1.011, H10 1.132
2 N -0.97 0.69 0.39  C1 1.536, N3 1.401, H11 1.149, H12 1.004
3 N -0.02 -0.29 0.06  N2 1.401, C4 1.442, C5 1.525
4 C -0.42 -1.64 0.38  N3 1.442, H13 1.077, H14 0.994, H15 1.156
5 C 1.42 0.13 0.34  N3 1.525, N6 1.446, O7 1.404, H16 1.157
6 N 2.33 -0.30 -0.69  C5 1.446, H17 1.023, H18 1.017
7 O 1.36 1.53 0.44  C5 1.404, H19 0.971
8 H -2.60 -0.02 -0.58  C1 1.094
9 H -2.64 1.67 -0.11  C1 1.011
10 H -1.60 1.08 -1.60  C1 1.132
11 H -0.25 1.57 0.25  N2 1.149
12 H -1.46 0.50 1.24  N2 1.004
13 H -1.44 -1.86 0.10  C4 1.077
14 H 0.08 -2.31 -0.15  C4 0.994
15 H -0.10 -1.81 1.47  C4 1.156
16 H 1.92 0.00 1.38  C5 1.157
17 H 3.20 -0.77 -0.41  N6 1.023
18 H 1.86 -0.87 -1.39  N6 1.017
19 H 1.46 1.76 -0.50  O7 0.971

<two>
DFT (ωB97M-V/def2-TZVPD) results for 2 unconnected molecules or ions with the total composition C3H12N3O.

* charge: +1
* E_HOMO: -14.3 eV
* Kohn-Sham gap: 11.32 eV

Last columns: bonded neighbours and bond lengths (Å).
Geometry (Å):
1 N -2.52 -1.08 0.14  C2 1.354, H5 1.011, H6 1.006
2 C -1.39 -0.92 -0.59  N1 1.354, N3 1.401, O4 1.220
3 N -0.23 -1.56 -0.13  C2 1.401, H7 1.012, H8 1.012
4 O -1.27 -0.14 -1.53  C2 1.220
5 H -3.37 -0.70 -0.26  N1 1.011
6 H -2.62 -1.93 0.66  N1 1.006
7 H -0.30 -2.25 0.60  N3 1.012
8 H 0.34 -1.88 -0.90  N3 1.012
9 C 1.79 1.28 1.92  C10 1.513, H12 1.089, H13 1.091, H14 1.091
10 C 2.20 0.93 0.50  C9 1.513, N11 1.517, H15 1.091, H16 1.082
11 N 1.07 1.27 -0.45  C10 1.517, H17 1.031, H18 1.022, H19 1.020
12 H 2.52 0.87 2.62  C9 1.089
13 H 1.77 2.36 2.06  C9 1.091
14 H 0.82 0.86 2.19  C9 1.091
15 H 3.05 1.54 0.19  C10 1.091
16 H 2.44 -0.11 0.34  C10 1.082
17 H 0.40 0.49 -0.54  N11 1.031
18 H 1.42 1.47 -1.39  N11 1.022
19 H 0.57 2.09 -0.11  N11 1.020

<three>
DFT (ωB97M-V/def2-TZVPD) results for 2 unconnected molecules or ions with the total composition C3H12N3O.

* charge: +1
* E_HOMO: -13.0 eV
* Kohn-Sham gap: 9.95 eV

Last columns: bonded neighbours and bond lengths (Å).
Geometry (Å):
1 C 1.48 -0.21 -1.18  C2 1.329, N4 1.481, H5 1.073
2 C 0.79 0.25 -2.23  C1 1.329, N3 1.360, H6 1.085
3 N 0.71 -0.37 -3.44  C2 1.360, H7 1.013, H8 1.007
4 N 1.56 0.61 0.05  C1 1.481, H9 1.023, H10 1.048, H11 1.017
5 H 2.00 -1.14 -1.17  C1 1.073
6 H 0.29 1.21 -2.18  C2 1.085
7 H -0.06 -0.08 -4.04  N3 1.013
8 H 0.86 -1.36 -3.47  N3 1.007
9 H 2.34 0.30 0.63  N4 1.023
10 H 0.67 0.56 0.60  N4 1.048
11 H 1.73 1.58 -0.20  N4 1.017
12 N -2.24 -0.47 2.84  C13 1.417, H15 1.013, H16 1.011
13 C -1.01 -0.29 2.16  N12 1.417, O14 1.451, H17 1.088, H18 1.085
14 O -0.99 0.74 1.14  C13 1.451, H19 0.966
15 H -2.64 0.42 3.11  N12 1.013
16 H -2.91 -0.99 2.30  N12 1.011
17 H -0.25 0.02 2.88  C13 1.088
18 H -0.71 -1.25 1.73  C13 1.085
19 H -1.63 0.49 0.46  O14 0.966

Short version: <two> is the most stable of them.